# 1
{
  "formula": "C6H8FNOS",
  "method": "ωB97M-V with the def2-TZVPD basis set",
  "de_lowest_kj_mol": 1110.88,
  "total_charge": 0,
  "lumo_ha": -0.0119,
  "molar_mass_g_mol": 161.20,
  "smiles": "O=CCC[S@H]1=NC=1/C=C/F",
  "elements": ["O", "C", "C", "C", "S", "N", "C", "C", "C", "F", "H", "H", "H", "H", "H", "H", "H", "H"],
  "positions_angstrom": [[1.7570, 2.3312, 0.1349], [1.7515, 1.3314, -0.5105], [2.3321, 0.0455, -0.0155], [1.6726, -1.1981, -0.6763], [-0.0281, -1.2340, -0.1805], [0.5367, -0.7179, 1.1576], [-0.5354, -0.2103, 1.0677], [-1.8746, 0.3197, 1.0084], [-2.2188, 0.2839, -0.3486], [-3.4201, 0.6999, -0.7446], [1.3309, 1.3273, -1.5273], [2.2034, 0.1040, 1.0933], [3.4299, 0.0537, -0.1633], [2.1833, -2.0836, -0.3346], [1.7926, -1.1707, -1.7968], [-0.3667, -2.4685, -0.7858], [-2.4377, 0.5173, 1.8422], [-1.4836, 0.1085, -1.0726]],
  "forces_ev_per_angstrom": [[-0.2, 1.1, 0.7], [0.5, -0.7, -0.7], [0.8, -0.1, 0.0], [2.9, -0.5, -1.7], [0.3, -5.3, -9.5], [5.8, 2.3, 11.6], [-8.0, 2.1, -0.2], [1.4, -0.7, -3.1], [-1.9, 1.7, 4.5], [0.5, -0.3, 0.0], [-0.2, 0.0, -0.3], [0.6, -0.3, -1.1], [-0.4, 0.0, -0.4], [0.4, -0.5, 0.3], [-0.4, 0.1, 1.0], [-0.8, 0.6, -1.0], [-1.6, 1.0, 1.6], [0.3, -0.5, -1.5]],
  "lowdin_charge": [0.070, -0.312, -0.219, -0.378, 0.760, -0.161, -0.395, 0.024, -0.105, 0.062, 0.124, 0.115, 0.135, 0.070, 0.102, -0.015, 0.080, 0.042]
}

***

# 2
{
  "formula": "C2H10P2Si",
  "method": "ωB97M-V with the def2-TZVPD basis set",
  "de_lowest_kj_mol": 120.39,
  "total_charge": 0,
  "lumo_ha": 0.0154,
  "molar_mass_g_mol": 124.14,
  "elements": ["C", "C", "Si", "P", "P", "H", "H", "H", "H", "H", "H", "H", "H", "H", "H"],
  "positions_angstrom": [[0.5052, -2.2579, 0.9055], [-1.4692, 1.2779, 0.4618], [0.8346, -1.3087, -0.7060], [0.0905, 0.7963, -0.1836], [-1.3915, 3.0993, 0.6802], [0.9564, -1.7428, 1.7557], [-0.5659, -2.3164, 1.0969], [0.8969, -3.2693, 0.8873], [-1.6459, 0.7701, 1.4168], [2.2605, -1.1424, -0.9956], [0.0821, -1.8030, -1.8581], [0.1300, 1.4252, -1.4266], [1.3334, 1.3918, 0.1967], [-2.7749, 3.2906, 0.5981], [-1.2224, 3.3773, -0.6864]],
  "forces_ev_per_angstrom": [[0.1, 0.2, -0.4], [1.4, -0.9, 0.2], [-0.8, 0.1, 1.4], [-0.7, 0.5, -0.5], [-0.1, -0.2, 0.2], [0.1, 0.1, -0.1], [-0.1, 0.0, -0.1], [0.1, -0.2, -0.1], [-0.1, 0.0, -0.1], [0.2, 0.1, -0.1], [-0.1, -0.1, -0.2], [0.1, 0.0, -0.4], [0.1, -0.1, 0.4], [-0.4, 0.3, 0.0], [0.1, 0.2, -0.3]],
  "lowdin_charge": [-0.303, -0.818, 0.519, 0.530, 0.600, 0.024, 0.024, 0.012, -0.047, -0.070, -0.073, -0.057, -0.060, -0.141, -0.141]
}

***

# 3
{
  "formula": "H20O10",
  "method": "ωB97M-V with the def2-TZVPD basis set",
  "de_lowest_kj_mol": 521.76,
  "total_charge": 0,
  "lumo_ha": -0.0072,
  "molar_mass_g_mol": 180.15,
  "smiles": "O.O.O.O.O.O.O.O.O.O",
  "elements": ["O", "H", "H", "O", "H", "H", "O", "H", "H", "O", "H", "H", "O", "H", "H", "O", "H", "H", "O", "H", "H", "O", "H", "H", "O", "H", "H", "O", "H", "H"],
  "positions_angstrom": [[-0.4225, -0.0919, -1.1710], [0.5114, 0.0673, -0.9671], [-0.2772, -0.8516, -1.8502], [4.6694, 0.1630, -2.5432], [4.5894, 1.0660, -2.9657], [4.5361, 0.2660, -1.6652], [0.9450, -1.7862, 3.2715], [0.8197, -2.2991, 2.5006], [1.9008, -1.7853, 3.3198], [0.1977, 2.2604, 2.4620], [-0.3733, 3.0070, 2.6678], [0.9143, 2.8367, 1.9839], [2.3032, -1.5972, 0.0044], [3.0641, -1.7836, 0.6715], [2.3644, -0.6540, -0.0137], [0.1924, 4.4467, -1.4008], [-0.7816, 4.1551, -1.5473], [0.4624, 4.5180, -2.3539], [-5.3463, -2.0384, -2.3792], [-4.6376, -1.4546, -2.0168], [-4.7797, -2.4543, -3.1478], [1.0489, -3.5194, -0.5753], [0.1006, -3.3432, -0.3760], [1.3184, -4.2660, -0.1137], [-2.0198, 2.7815, 0.7065], [-1.5830, 2.6797, -0.1801], [-1.2133, 2.7603, 1.2553], [-1.9227, -0.8061, 1.6972], [-1.3676, -0.6879, 2.5371], [-2.7305, -0.2754, 1.6846]],
  "forces_ev_per_angstrom": [[1.0, -2.0, -2.1], [-0.4, 0.2, 0.3], [-0.7, 1.9, 1.7], [0.5, 1.0, -5.2], [0.1, -1.6, 0.9], [-0.7, 0.6, 4.3], [0.3, 0.6, 1.1], [-0.7, -0.8, -1.5], [0.3, 0.3, 0.4], [2.2, 2.3, -1.6], [-0.4, -0.1, 0.9], [-1.4, -2.0, 1.2], [2.7, -0.3, 2.2], [-1.9, 0.1, -1.8], [-0.1, 1.3, -0.1], [-2.3, -0.8, -2.0], [2.3, 0.8, 0.7], [0.0, 0.0, 1.3], [3.0, -0.5, -2.1], [-1.0, -0.4, 0.0], [-2.0, 0.9, 2.1], [-2.2, 1.6, -1.5], [1.1, -0.4, 0.0], [0.4, -2.2, 1.3], [1.2, 0.2, -1.3], [-0.9, -0.1, 1.1], [-0.6, -0.4, -0.2], [1.2, -0.4, 1.3], [-1.7, 0.2, -1.8], [0.6, 0.1, 0.6]],
  "lowdin_charge": [-0.093, 0.007, 0.090, -0.030, 0.077, -0.050, -0.028, -0.002, 0.030, -0.081, 0.028, 0.112, -0.090, 0.099, 0.003, -0.119, 0.071, 0.051, -0.125, 0.036, 0.089, -0.055, 0.066, -0.005, -0.080, 0.036, -0.021, -0.103, 0.059, 0.027]
}

***

# 4
{
  "formula": "C38H51IrNPS",
  "method": "ωB97M-V with the def2-TZVPD basis set",
  "spin_multiplicity": 2,
  "de_lowest_kj_mol": 0.00,
  "total_charge": 3,
  "lumo_ha": [-0.3549, -0.4379],
  "molar_mass_g_mol": 777.09,
  "s2": 0.77,
  "elements": ["Ir", "C", "C", "C", "C", "C", "C", "C", "C", "C", "C", "C", "C", "C", "C", "C", "C", "C", "C", "C", "C", "C", "P", "C", "C", "C", "C", "C", "C", "C", "C", "H", "H", "H", "H", "H", "H", "H", "H", "H", "H", "H", "H", "H", "H", "H", "H", "H", "H", "H", "H", "H", "H", "H", "H", "H", "H", "H", "H", "H", "H", "H", "H", "H", "H", "H", "H", "H", "H", "H", "H", "H", "H", "H", "H", "H", "S", "C", "C", "C", "C", "C", "C", "C", "C", "C", "N", "H", "H", "H", "H", "H", "H"],
  "positions_angstrom": [[-0.6404, 0.5306, 0.3430], [-5.1878, -0.3762, -1.6311], [-4.1426, 0.5521, -0.9882], [-3.8536, 1.7623, -1.8752], [-2.9117, -0.2588, -0.6985], [-2.0964, -0.7524, -1.7293], [-0.9740, -1.5147, -1.4825], [-0.3726, -2.2768, -2.6360], [-1.2190, -3.5656, -2.7714], [-0.3906, -1.5434, -3.9822], [-0.5320, -1.7122, -0.1083], [-1.4410, -1.4687, 0.9452], [-2.5892, -0.6564, 0.6005], [-1.4711, -2.1324, 2.3163], [-0.1545, -2.4020, 3.0404], [-2.2800, -3.4260, 2.1421], [0.8186, -2.3014, 0.1667], [1.0106, -3.6758, 0.0731], [2.2202, -4.2445, 0.4406], [3.2535, -3.4353, 0.9077], [3.0902, -2.0597, 0.9530], [1.8861, -1.4641, 0.5733], [1.7466, 0.3581, 0.3814], [2.6559, 1.2290, 1.7978], [2.1805, 2.6897, 1.9031], [2.3299, 0.5027, 3.1100], [4.1852, 1.2706, 1.6441], [2.6036, 0.7573, -1.2359], [3.9563, 0.0466, -1.3643], [2.8114, 2.2700, -1.4010], [1.7305, 0.2039, -2.3668], [-6.1225, 0.1676, -1.7541], [-5.3856, -1.2536, -1.0155], [-4.8646, -0.7095, -2.6179], [-4.5389, 0.9045, -0.0324], [-3.4911, 1.4681, -2.8612], [-3.1182, 2.4278, -1.4163], [-4.7689, 2.3317, -2.0252], [-2.3982, -0.5882, -2.7561], [0.6412, -2.5829, -2.3753], [-2.2512, -3.3176, -3.0212], [-1.2280, -4.1688, -1.8656], [-0.8138, -4.1727, -3.5800], [-1.3616, -1.6406, -4.4677], [0.3379, -2.0006, -4.6490], [-0.1575, -0.4801, -3.9066], [-3.2500, -0.3828, 1.4165], [-2.0625, -1.4595, 2.9412], [0.4252, -3.1918, 2.5704], [-0.3787, -2.7319, 4.0545], [0.4784, -1.5182, 3.1022], [-1.7669, -4.1145, 1.4679], [-3.2778, -3.2348, 1.7455], [-2.3896, -3.9238, 3.1035], [0.1976, -4.3132, -0.2417], [2.3490, -5.3166, 0.3819], [4.1929, -3.8725, 1.2160], [3.9228, -1.4574, 1.2749], [1.1021, 2.7705, 1.9903], [2.5130, 3.2996, 1.0659], [2.6182, 3.1169, 2.8059], [1.2587, 0.4852, 3.3148], [2.8087, 1.0447, 3.9257], [2.7049, -0.5195, 3.1306], [4.5133, 1.9056, 0.8239], [4.6549, 0.2979, 1.5440], [4.5720, 1.7155, 2.5615], [4.7012, 0.3931, -0.6509], [4.3377, 0.2639, -2.3639], [3.8563, -1.0339, -1.2812], [3.6013, 2.6446, -0.7546], [1.9223, 2.8606, -1.2073], [3.1281, 2.4617, -2.4275], [1.7196, -0.8832, -2.3428], [2.1468, 0.5053, -3.3303], [0.7011, 0.5472, -2.3295], [-1.5582, 3.6189, 3.3503], [-1.3573, 2.1228, 4.2087], [-1.0312, 1.0799, 3.4034], [-0.9345, 1.4431, 2.0309], [-1.2143, 2.8557, 1.8880], [-1.0856, 3.4139, 0.5681], [-1.3295, 4.7299, 0.2220], [-1.1726, 5.1310, -1.1030], [-0.7828, 4.1932, -2.0335], [-0.5489, 2.8834, -1.6306], [-0.6804, 2.4899, -0.3575], [-1.4963, 2.1216, 5.2792], [-0.8870, 0.0818, 3.7864], [-1.6512, 5.4320, 0.9781], [-1.3625, 6.1557, -1.3927], [-0.6543, 4.4474, -3.0756], [-0.2557, 2.1496, -2.3534]],
  "forces_ev_per_angstrom": [[0.0, -0.6, -2.1], [0.0, 0.0, 0.0], [-0.1, 0.0, 0.0], [0.0, 0.0, 0.1], [0.1, 0.5, 0.6], [0.2, 0.2, -0.2], [0.3, -0.1, 0.0], [0.1, -0.1, 0.0], [0.0, 0.0, 0.0], [0.0, 0.1, 0.0], [0.5, 0.0, 0.0], [-0.7, 0.1, 0.4], [0.1, -0.4, 0.9], [0.1, 0.1, -0.1], [0.0, 0.0, 0.0], [0.0, 0.0, 0.0], [0.4, 0.3, 0.1], [0.0, 0.1, 0.1], [0.2, 0.2, 0.1], [-0.2, -0.2, -0.1], [-0.1, -0.1, -0.1], [-0.3, -0.2, -0.3], [0.2, -0.3, 0.5], [-0.2, 0.0, 0.1], [0.1, -0.2, -0.1], [-0.1, 0.0, -0.1], [0.0, 0.1, -0.1], [-0.2, 0.1, -0.2], [0.1, 0.0, 0.1], [0.1, -0.1, 0.0], [0.2, 0.1, 0.1], [0.0, 0.0, 0.0], [0.0, 0.0, 0.0], [0.0, 0.0, 0.0], [0.0, 0.0, 0.0], [0.0, 0.0, 0.0], [-0.1, 0.0, 0.0], [0.0, 0.0, 0.0], [0.1, 0.1, 0.0], [0.0, 0.1, 0.0], [0.0, 0.0, 0.0], [0.0, 0.0, 0.0], [0.0, 0.0, 0.0], [0.0, 0.0, 0.0], [0.0, 0.0, 0.0], [0.0, -0.1, 0.0], [-0.1, -0.1, -0.1], [-0.1, 0.0, 0.0], [0.0, 0.0, 0.0], [0.0, 0.0, 0.0], [0.0, 0.0, 0.0], [0.0, 0.0, 0.0], [0.0, 0.0, 0.0], [0.0, 0.0, 0.0], [-0.1, -0.1, 0.0], [0.0, 0.0, 0.0], [0.0, 0.0, 0.0], [0.1, 0.1, 0.0], [0.0, 0.0, 0.1], [0.0, 0.0, 0.0], [0.0, 0.0, 0.0], [0.2, 0.0, 0.0], [0.0, 0.0, 0.0], [0.0, 0.0, 0.0], [0.0, -0.1, 0.1], [0.0, 0.0, 0.0], [0.0, 0.0, 0.0], [-0.1, -0.1, -0.1], [0.0, 0.0, 0.0], [0.0, 0.0, 0.0], [0.0, 0.0, 0.0], [-0.2, 0.1, 0.0], [0.0, 0.0, 0.0], [0.0, 0.0, 0.0], [0.0, 0.0, 0.0], [0.0, 0.0, 0.1], [-0.1, 0.3, 0.0], [0.0, 0.2, -0.2], [-0.2, -0.4, -0.4], [0.0, 0.1, 0.6], [0.2, -0.1, -0.2], [0.0, -0.1, 0.0], [0.0, 0.2, -0.1], [-0.1, 0.1, 0.2], [0.1, -0.1, -0.1], [-0.1, 0.0, 0.6], [-0.2, 0.4, 0.1], [0.0, 0.0, 0.1], [0.0, 0.0, 0.0], [0.0, 0.1, 0.0], [0.0, 0.0, 0.0], [0.0, 0.0, 0.0], [0.1, -0.2, -0.1]],
  "lowdin_charge": [1.277, -0.016, -0.358, -0.031, -0.193, 0.047, -0.120, -0.355, -0.007, -0.044, -0.181, -0.245, -0.057, -0.349, -0.029, -0.010, -0.210, -0.018, -0.004, -0.009, -0.069, -0.274, 1.149, -0.618, -0.054, -0.066, -0.057, -0.633, -0.048, -0.057, -0.100, 0.103, 0.097, 0.093, 0.147, 0.093, 0.056, 0.105, 0.141, 0.124, 0.098, 0.076, 0.110, 0.094, 0.109, 0.065, 0.149, 0.122, 0.084, 0.109, 0.050, 0.090, 0.095, 0.104, 0.119, 0.132, 0.131, 0.098, 0.039, 0.083, 0.113, 0.041, 0.111, 0.085, 0.076, 0.074, 0.111, 0.076, 0.114, 0.085, 0.075, 0.055, 0.111, 0.077, 0.120, 0.021, 1.200, -0.242, -0.154, -0.284, -0.469, -0.270, 0.056, 0.030, 0.020, -0.101, -0.048, 0.112, 0.102, 0.136, 0.143, 0.141, 0.107]
}

***

# 5
{
  "formula": "C4H7INO",
  "method": "ωB97M-V with the def2-TZVPD basis set",
  "de_lowest_kj_mol": 419.91,
  "total_charge": 1,
  "lumo_ha": [-0.1745, -0.1594],
  "molar_mass_g_mol": 212.01,
  "elements": ["C", "C", "C", "C", "N", "O", "I", "H", "H", "H", "H", "H", "H", "H"],
  "positions_angstrom": [[-0.6758, -1.6705, -2.2817], [0.0338, 1.3178, -0.3635], [-0.8735, 0.1770, -0.2798], [0.3818, 0.1301, 0.4669], [0.4802, 0.2645, 1.9543], [-1.6754, -2.0357, -2.7128], [1.2593, -2.0914, -2.6318], [0.6207, 1.4165, -1.3254], [-0.1030, 2.2096, 0.1352], [-1.9309, 0.2027, -0.0026], [1.1021, -0.7321, 0.0231], [-0.1056, 1.1130, 2.1430], [1.4309, 0.1996, 2.5092], [0.0557, -0.5010, 2.3658]],
  "forces_ev_per_angstrom": [[-1.8, 1.2, 1.2], [2.1, -1.7, -2.9], [-1.2, -0.2, 0.2], [2.4, -3.3, -1.7], [1.5, 1.8, 0.4], [-0.1, -0.1, -0.1], [1.8, -0.3, -0.3], [-0.5, 0.1, 1.2], [-0.7, 2.0, 0.9], [0.5, -0.3, 0.0], [-1.2, 2.3, 1.4], [1.0, -0.7, 0.7], [-1.7, 1.1, -2.0], [-1.9, -2.1, 1.0]],
  "lowdin_charge": [-0.777, -0.116, -0.050, -0.337, 0.214, 0.056, 0.999, 0.137, 0.086, 0.110, 0.130, 0.190, 0.237, 0.122]
}